(1)
{
  "formula": "C2H3N3",
  "method": "ωB97M-V with the def2-TZVPD basis set",
  "lumo_ev": [0.08, 0.08],
  "orbital_gap_ev": [8.29, 8.29],
  "e_above_lowest_ev": 5.680,
  "symbols": ["N", "C", "N", "C", "N", "H", "H", "H"],
  "coordinates": [[0.97, -0.45, 0.19], [0.21, 0.51, -0.50], [-1.11, 0.00, -1.02], [-1.11, 0.01, 0.25], [0.26, -1.22, 0.86], [1.97, -0.59, 0.04], [0.61, 1.45, -0.86], [-1.80, 0.28, 1.04]]
}


(2)
{
  "formula": "C8H10O2",
  "method": "ωB97M-V with the def2-TZVPD basis set",
  "lumo_ev": 0.34,
  "orbital_gap_ev": 8.49,
  "e_above_lowest_ev": 6.579,
  "symbols": ["C", "C", "C", "C", "C", "C", "C", "C", "O", "O", "H", "H", "H", "H", "H", "H", "H", "H", "H", "H"],
  "coordinates": [[-1.58, 0.11, 1.31], [-1.30, -0.17, 0.03], [-0.45, 0.83, 2.09], [0.52, 0.92, 1.22], [-2.05, -0.81, -1.27], [0.15, 0.26, -0.20], [0.05, 1.41, -1.21], [1.88, -1.28, 0.28], [-1.35, -1.81, -1.71], [1.10, -0.62, -0.65], [-2.54, 0.06, 1.82], [-0.58, 1.08, 3.18], [1.38, 1.40, 1.25], [1.06, 1.78, -1.39], [-0.76, 2.16, -1.01], [-0.32, 1.07, -2.30], [2.52, -0.55, 0.84], [2.57, -1.82, -0.36], [1.26, -2.12, 0.72], [-1.55, -1.90, -2.63]]
}


(3)
{
  "formula": "H4OSSi",
  "method": "ωB97M-V with the def2-TZVPD basis set",
  "lumo_ev": [0.59, -4.57],
  "multiplicity": 3,
  "orbital_gap_ev": [7.39, 4.92],
  "s2": 2.0079,
  "e_above_lowest_ev": 2.261,
  "symbols": ["O", "Si", "S", "H", "H", "H", "H"],
  "coordinates": [[-0.45, 0.16, 0.63], [-1.61, -0.29, -0.22], [2.65, 0.20, 0.44], [2.57, 1.43, -0.05], [-2.96, 0.15, -0.15], [-1.51, -1.71, -0.98], [1.31, 0.06, 0.33]]
}


(4)
{
  "formula": "C54H54N10O18",
  "method": "ωB97M-V with the def2-TZVPD basis set",
  "lumo_ev": [-3.81, -8.48],
  "multiplicity": 2,
  "orbital_gap_ev": [7.27, 2.60],
  "total_charge": 1,
  "s2": 0.7786,
  "symbols": ["C", "O", "N", "C", "C", "H", "H", "H", "H", "H", "H", "H", "C", "O", "N", "C", "C", "H", "H", "H", "H", "H", "H", "H", "C", "C", "C", "C", "C", "C", "N", "O", "O", "H", "H", "H", "H", "H", "C", "C", "C", "C", "C", "C", "N", "O", "O", "H", "H", "H", "H", "H", "C", "C", "C", "C", "C", "C", "N", "O", "O", "H", "H", "H", "H", "H", "C", "C", "C", "C", "C", "C", "N", "O", "O", "H", "H", "H", "H", "H", "C", "C", "C", "C", "C", "C", "N", "O", "O", "H", "H", "H", "H", "H", "C", "C", "C", "C", "C", "C", "N", "O", "O", "H", "H", "H", "H", "H", "C", "C", "C", "C", "C", "C", "N", "O", "O", "H", "H", "H", "H", "H", "C", "C", "C", "C", "C", "C", "N", "O", "O", "H", "H", "H", "H", "H"],
  "coordinates": [[2.95, -7.52, -33.21], [2.06, -8.29, -33.58], [3.94, -7.85, -32.32], [5.16, -7.08, -32.10], [4.10, -9.32, -31.87], [2.95, -6.44, -33.43], [4.98, -6.06, -32.45], [5.80, -7.59, -32.82], [5.50, -7.12, -31.07], [3.19, -9.92, -31.92], [4.82, -9.66, -32.61], [4.50, -9.36, -30.86], [7.34, -9.20, -30.46], [7.09, -8.45, -29.52], [8.20, -8.94, -31.43], [9.19, -7.83, -31.26], [8.20, -9.71, -32.69], [6.84, -10.12, -30.78], [10.15, -8.30, -31.41], [9.33, -7.48, -30.24], [9.13, -7.03, -32.00], [9.03, -10.41, -32.78], [7.21, -10.15, -32.85], [8.34, -9.03, -33.53], [-0.19, -3.75, -26.60], [-0.92, -4.21, -27.70], [-0.73, -3.49, -28.86], [0.13, -2.35, -28.90], [0.83, -1.94, -27.75], [0.62, -2.61, -26.52], [0.35, -1.58, -30.14], [1.05, -0.54, -30.18], [-0.06, -2.08, -31.17], [-0.46, -4.24, -25.68], [-1.79, -4.84, -27.63], [-1.14, -3.77, -29.82], [1.48, -1.09, -27.72], [1.14, -2.17, -25.67], [5.01, 2.51, -23.60], [6.28, 1.88, -23.79], [6.37, 0.71, -24.60], [5.19, 0.09, -25.08], [3.95, 0.71, -24.83], [3.85, 1.89, -24.09], [5.25, -1.06, -25.97], [6.35, -1.44, -26.41], [4.16, -1.57, -26.33], [4.97, 3.35, -22.92], [7.13, 2.32, -23.29], [7.36, 0.33, -24.83], [2.98, 0.33, -25.12], [2.82, 2.21, -23.99], [0.39, -7.71, -29.26], [0.08, -7.76, -27.89], [1.00, -7.37, -26.98], [2.27, -6.93, -27.37], [2.50, -6.70, -28.80], [1.53, -7.08, -29.66], [3.30, -6.72, -26.34], [4.46, -6.71, -26.73], [3.03, -6.58, -25.18], [-0.39, -7.88, -29.99], [-0.91, -7.95, -27.50], [0.90, -7.58, -25.93], [3.35, -6.15, -29.18], [1.63, -7.04, -30.73], [4.45, 0.54, -33.47], [3.09, 0.17, -33.56], [2.10, 1.04, -33.11], [2.48, 2.31, -32.65], [3.80, 2.78, -32.56], [4.75, 1.82, -32.97], [1.39, 3.16, -32.15], [0.45, 2.62, -31.66], [1.58, 4.34, -32.30], [5.18, -0.10, -33.93], [2.76, -0.79, -33.94], [1.08, 0.68, -33.11], [3.92, 3.70, -32.03], [5.77, 2.17, -32.88], [2.92, 1.98, -29.04], [3.45, 2.41, -27.82], [4.81, 2.29, -27.50], [5.73, 1.74, -28.45], [5.15, 1.24, -29.60], [3.84, 1.34, -29.86], [7.20, 1.68, -28.23], [7.68, 2.27, -27.23], [7.82, 0.90, -28.89], [1.86, 2.13, -29.22], [2.75, 2.81, -27.11], [5.03, 2.55, -26.48], [5.86, 0.84, -30.31], [3.43, 0.89, -30.75], [6.87, -6.20, -35.38], [8.14, -5.67, -35.19], [9.18, -6.61, -35.09], [9.00, -7.91, -35.59], [7.63, -8.39, -35.85], [6.58, -7.49, -35.70], [10.18, -8.79, -35.79], [10.13, -9.76, -36.51], [11.24, -8.41, -35.34], [5.96, -5.63, -35.44], [8.26, -4.66, -34.83], [10.17, -6.17, -35.01], [7.52, -9.39, -36.25], [5.55, -7.66, -35.97], [6.44, -3.44, -37.20], [5.61, -3.80, -38.14], [4.34, -3.26, -38.30], [3.82, -2.38, -37.33], [4.69, -2.11, -36.24], [5.99, -2.55, -36.22], [2.52, -1.66, -37.47], [1.83, -1.82, -38.40], [2.32, -0.93, -36.54], [7.42, -3.86, -37.04], [5.90, -4.35, -39.03], [3.67, -3.50, -39.11], [4.37, -1.49, -35.41], [6.63, -2.31, -35.39], [4.18, -3.38, -28.82], [4.13, -2.43, -29.87], [5.09, -2.55, -30.88], [6.01, -3.66, -30.93], [5.95, -4.53, -29.87], [5.11, -4.33, -28.78], [6.84, -3.93, -32.12], [7.95, -4.30, -31.91], [6.43, -3.44, -33.18], [3.44, -3.34, -28.03], [3.38, -1.65, -29.91], [5.03, -1.88, -31.73], [6.68, -5.33, -29.92], [5.04, -5.10, -28.02]]
}


(5)
{
  "formula": "C42H98O21",
  "method": "ωB97M-V with the def2-TZVPD basis set",
  "lumo_ev": 0.53,
  "smiles": "COCCOCCOC.COCCOCCOC.COCCOCCOC.COCCOCCOC.COCCOCCOC.COCCOCCOC.COCCOCCOC",
  "orbital_gap_ev": 9.83,
  "e_above_lowest_ev": 13.926,
  "symbols": ["C", "O", "C", "C", "O", "C", "C", "O", "C", "H", "H", "H", "H", "H", "H", "H", "H", "H", "H", "H", "H", "H", "H", "C", "O", "C", "C", "O", "C", "C", "O", "C", "H", "H", "H", "H", "H", "H", "H", "H", "H", "H", "H", "H", "H", "H", "C", "O", "C", "C", "O", "C", "C", "O", "C", "H", "H", "H", "H", "H", "H", "H", "H", "H", "H", "H", "H", "H", "H", "C", "O", "C", "C", "O", "C", "C", "O", "C", "H", "H", "H", "H", "H", "H", "H", "H", "H", "H", "H", "H", "H", "H", "C", "O", "C", "C", "O", "C", "C", "O", "C", "H", "H", "H", "H", "H", "H", "H", "H", "H", "H", "H", "H", "H", "H", "C", "O", "C", "C", "O", "C", "C", "O", "C", "H", "H", "H", "H", "H", "H", "H", "H", "H", "H", "H", "H", "H", "H", "C", "O", "C", "C", "O", "C", "C", "O", "C", "H", "H", "H", "H", "H", "H", "H", "H", "H", "H", "H", "H", "H", "H"],
  "coordinates": [[-9.73, 13.16, -2.26], [-9.19, 13.10, -3.56], [-8.91, 11.81, -4.07], [-7.68, 11.17, -3.34], [-6.62, 12.10, -3.28], [-5.74, 12.07, -2.19], [-4.96, 10.74, -1.96], [-5.80, 9.74, -1.34], [-5.20, 8.50, -1.05], [-9.06, 12.77, -1.49], [-10.74, 12.76, -2.18], [-9.75, 14.20, -1.94], [-8.67, 11.96, -5.12], [-9.82, 11.20, -4.06], [-7.28, 10.41, -4.01], [-8.08, 10.77, -2.41], [-6.17, 12.46, -1.26], [-5.07, 12.91, -2.38], [-4.06, 10.82, -1.33], [-4.58, 10.35, -2.90], [-6.02, 7.84, -0.78], [-4.69, 8.65, -0.10], [-4.74, 8.11, -1.96], [3.11, 1.80, -3.84], [1.70, 2.11, -3.80], [1.16, 2.31, -2.51], [1.21, 1.15, -1.52], [0.61, 1.58, -0.32], [0.86, 0.78, 0.87], [0.30, -0.63, 0.79], [1.31, -1.27, -0.03], [1.01, -2.62, -0.42], [3.72, 2.18, -4.65], [3.31, 0.73, -3.83], [3.54, 2.25, -2.94], [0.09, 2.40, -2.70], [1.52, 3.24, -2.08], [2.26, 0.92, -1.34], [0.61, 0.33, -1.93], [0.28, 1.31, 1.63], [1.84, 0.84, 1.35], [-0.69, -0.64, 0.34], [0.19, -1.04, 1.79], [0.98, -3.32, 0.41], [1.67, -3.06, -1.17], [-0.02, -2.65, -0.77], [-6.37, -13.87, 3.48], [-6.46, -13.64, 2.10], [-7.18, -12.44, 1.76], [-6.71, -12.01, 0.41], [-7.07, -10.64, 0.28], [-6.40, -9.88, -0.66], [-6.62, -10.50, -2.07], [-5.60, -11.47, -2.19], [-5.91, -12.52, -3.13], [-7.36, -14.07, 3.89], [-5.96, -13.03, 4.04], [-5.53, -14.55, 3.63], [-7.14, -11.62, 2.48], [-8.19, -12.82, 1.57], [-7.31, -12.55, -0.33], [-5.63, -12.04, 0.32], [-5.35, -9.80, -0.37], [-6.80, -8.88, -0.79], [-6.43, -9.76, -2.85], [-7.58, -11.01, -2.12], [-5.00, -12.94, -3.55], [-6.50, -12.25, -4.01], [-6.44, -13.38, -2.73], [-4.57, 2.69, 8.66], [-4.15, 3.22, 7.38], [-4.85, 4.25, 6.81], [-4.75, 5.63, 7.69], [-3.41, 6.13, 8.05], [-3.38, 7.49, 8.44], [-2.08, 7.81, 9.19], [-2.35, 8.96, 9.97], [-1.17, 9.41, 10.68], [-3.91, 2.02, 9.21], [-5.59, 2.29, 8.70], [-4.41, 3.59, 9.25], [-5.88, 3.99, 6.55], [-4.20, 4.51, 5.97], [-5.40, 5.78, 8.55], [-5.26, 6.33, 7.02], [-4.19, 7.63, 9.17], [-3.64, 8.19, 7.65], [-1.40, 8.08, 8.38], [-1.69, 6.99, 9.79], [-0.70, 10.23, 10.14], [-0.40, 8.65, 10.81], [-1.45, 9.88, 11.63], [4.82, -7.28, -6.34], [4.43, -5.93, -6.10], [3.34, -5.28, -6.77], [3.79, -4.02, -7.59], [4.54, -4.36, -8.75], [5.49, -3.37, -8.93], [6.75, -3.55, -8.03], [7.53, -4.69, -8.22], [8.18, -4.75, -9.40], [4.10, -7.77, -7.00], [5.00, -7.80, -5.41], [5.80, -7.27, -6.83], [2.51, -5.05, -6.09], [2.77, -6.04, -7.31], [3.98, -3.27, -6.82], [2.89, -3.52, -7.97], [5.16, -2.33, -8.92], [5.90, -3.44, -9.94], [6.45, -3.60, -6.99], [7.26, -2.59, -8.16], [7.49, -5.08, -10.17], [9.01, -5.46, -9.37], [8.65, -3.79, -9.61], [5.45, 10.12, -3.09], [6.78, 9.63, -3.30], [7.02, 8.51, -4.26], [8.48, 8.11, -4.04], [8.88, 7.09, -4.96], [10.12, 6.46, -4.74], [10.51, 5.62, -5.90], [11.51, 4.59, -5.54], [11.63, 3.51, -6.44], [5.48, 11.09, -2.60], [4.83, 9.51, -2.43], [4.94, 10.27, -4.04], [6.82, 8.91, -5.25], [6.40, 7.65, -4.02], [8.50, 7.71, -3.03], [9.06, 9.03, -4.05], [10.13, 5.84, -3.84], [10.74, 7.34, -4.56], [11.01, 6.10, -6.74], [9.67, 5.03, -6.25], [10.74, 2.89, -6.59], [12.45, 2.92, -6.03], [12.02, 3.76, -7.43], [-2.55, -7.73, 8.59], [-1.87, -7.63, 7.35], [-0.45, -7.40, 7.36], [0.51, -8.60, 7.04], [1.80, -8.16, 6.71], [2.79, -9.16, 6.39], [3.71, -9.22, 7.56], [4.70, -8.23, 7.35], [4.31, -6.90, 7.67], [-2.15, -8.65, 9.02], [-3.62, -7.91, 8.64], [-2.20, -6.84, 9.11], [0.00, -6.87, 8.20], [-0.24, -6.75, 6.50], [0.10, -9.00, 6.12], [0.53, -9.20, 7.96], [3.34, -8.82, 5.51], [2.42, -10.13, 6.07], [4.26, -10.15, 7.63], [3.21, -9.05, 8.51], [4.96, -6.15, 7.21], [4.47, -6.80, 8.74], [3.34, -6.48, 7.40]]
}